1.
Computed, not measured: a 2-piece molecular cluster, C4H5N3O2 overall, with the ωB97M-V functional and the def2-TZVPD basis.

Geometry as XYZ:
```
14
Properties=species:S:1:pos:R:3:forces:R:3
C -1.7271 -1.8515 -0.3194 1.723 2.511 -1.352
C 0.8727 -0.0749 -0.3079 1.844 -0.904 0.542
C 1.3240 0.2744 1.1284 -0.454 -0.032 -0.564
C -0.3835 0.3674 -0.7872 0.162 -1.744 -0.898
N -2.2948 -2.5409 0.3896 -1.081 -1.411 1.235
N 1.7465 -0.6612 -1.1195 -1.022 1.164 1.074
N -1.3153 1.1401 0.0066 -1.309 -1.886 -1.588
O -2.2981 1.4645 -0.5961 -1.197 1.365 -1.665
O -1.2408 1.1517 1.1782 1.255 0.558 3.153
H 2.2974 -0.0979 1.3137 1.310 -0.254 -0.581
H 0.8134 -0.1304 2.0316 -0.613 0.770 -1.141
H 1.3819 1.3755 1.0265 -0.130 -0.424 1.014
H -0.6413 0.2053 -1.8407 -0.139 0.526 0.584
H 1.4651 -0.6220 -2.1039 -0.351 -0.238 0.186
```
Positions in Å, forces in eV/Å.

Energy relative to the best compared isomer or geometry (same formula, charge and spin), kJ/mol: 1005.1
Kohn-Sham gap (spin up / spin down), eV: 8.1 / 6.8

For reference, the Mulliken charges in units of e are: 0.156, 1.013, -1.086, -0.635, -0.328, -0.622, 0.963, -0.557, -0.498, 0.386, 0.292, 0.310, 0.364, 0.241

2.
Computed, not measured: C4H5N3O2S2 as an isolated structure, with the ωB97M-V functional and the def2-TZVPD basis.

Geometry as XYZ:
```
16
Properties=species:S:1:pos:R:3:forces:R:3
C -1.5306 3.1998 1.0361 2.259 -1.887 0.310
C 0.3540 1.4020 0.8846 -3.290 0.435 -1.926
C 1.2029 -0.5770 -0.1408 1.165 -0.537 -0.532
C -0.1203 -1.2885 -0.2799 -2.457 0.957 -0.748
N -1.8815 2.4409 0.1265 -3.501 0.809 -0.769
N 1.1837 0.5645 0.7037 2.039 -1.006 1.379
N -1.2210 1.4433 -0.3151 4.410 -2.748 0.364
O -2.5919 -0.7667 -0.9003 0.175 0.263 -0.787
O -2.1215 -0.1935 1.3652 0.488 -0.293 1.762
S -0.0151 2.6659 1.9023 0.202 1.334 0.845
S -1.6510 -0.2145 0.0270 -1.269 0.805 -1.255
H -1.9680 4.0980 1.2983 -0.924 1.522 0.568
H 2.0510 -1.2565 0.2026 -1.242 0.727 -0.570
H 1.4556 -0.1476 -1.1111 0.260 -0.467 -0.295
H -0.4187 -1.7093 -1.3027 0.911 0.617 1.496
H -0.4598 -1.9666 0.4987 0.776 -0.530 0.159
```
Positions in Å, forces in eV/Å.

Energy relative to the best compared isomer or geometry (same formula, charge and spin), kJ/mol: 233.2
Kohn-Sham gap, eV: 9.3

For reference, the Mulliken charges in units of e are: -0.097, 0.630, -0.444, -0.640, -0.503, -0.452, -0.064, -0.644, -0.571, -0.166, 1.168, 0.463, 0.285, 0.298, 0.376, 0.360

3.
Computed, not measured: a 2-piece molecular cluster, C4H5N3O3 overall, with the ωB97M-V functional and the def2-TZVPD basis.

Geometry as XYZ:
```
15
Properties=species:S:1:pos:R:3:forces:R:3
C 0.5878 0.7092 0.7440 0.074 1.113 -1.122
C 0.6375 -2.2645 0.1124 -0.516 0.355 -0.600
C 0.7603 2.0165 -1.2623 0.297 1.229 -1.278
C -0.4450 -0.0714 1.1627 -4.501 -2.613 1.035
N 0.7727 1.0273 -0.5098 0.507 -0.220 -1.857
N 0.2492 -1.9463 -0.9664 0.475 -1.179 -0.434
N -1.6130 -0.2388 0.3854 2.101 0.173 1.046
O -2.5481 -0.6802 1.0458 -1.870 -0.709 0.655
O 0.9192 -2.6476 1.1708 0.597 -0.523 0.937
O -1.6557 0.0211 -0.8275 0.002 0.434 -0.433
H 1.3365 0.8597 1.3872 2.874 0.913 2.299
H 0.2531 2.9371 -0.7813 1.077 -0.850 -1.333
H 1.2152 1.9335 -2.3750 -1.381 0.413 2.742
H -0.5815 -0.5539 2.1791 0.514 0.916 -1.513
H 0.1120 -1.1017 -1.4650 -0.249 0.549 -0.143
```
Positions in Å, forces in eV/Å.

Energy relative to the best compared isomer or geometry (same formula, charge and spin), kJ/mol: 241.9
Kohn-Sham gap (spin up / spin down), eV: 6.3 / 6.9
Spin multiplicity: 3

For reference, the Mulliken charges in units of e are: -0.481, 0.717, -0.290, -0.510, 0.009, -0.494, 1.008, -0.659, -0.461, -0.645, 0.494, 0.285, 0.249, 0.428, 0.350

4.
Computed, not measured: C4H5N3OS as an isolated structure, with the ωB97M-V functional and the def2-TZVPD basis.

Geometry as XYZ:
```
14
Properties=species:S:1:pos:R:3:forces:R:3
C -3.1640 1.1478 0.2646 3.564 -1.657 -0.747
C -2.6705 0.0412 0.9412 -1.146 1.954 -1.005
C -0.8225 1.3545 -0.1568 2.400 -1.274 -0.632
C 3.1780 0.6448 -0.0705 0.625 -0.146 -0.124
N -2.0168 1.7236 -0.4265 -3.279 2.101 -0.056
N 4.4094 0.4923 -0.1398 0.907 -0.093 -0.278
N 2.0438 0.7857 -0.3751 -1.876 0.006 0.155
O 5.1608 0.0059 0.9590 -0.291 -0.179 0.562
S -0.9447 -0.0807 0.6769 -0.604 -0.849 1.780
H -4.1177 1.5204 -0.0297 -0.571 -0.006 0.402
H -3.2841 -0.5709 1.5792 0.210 -0.350 -0.062
H -2.0791 2.5138 -1.0663 -0.625 -0.083 0.465
H 1.0740 1.2192 -0.3257 1.299 -0.001 -0.088
H 5.7654 -0.6842 0.6275 -0.615 0.575 -0.371
```
Positions in Å, forces in eV/Å.

Energy relative to the best compared isomer or geometry (same formula, charge and spin), kJ/mol: 574.0
Kohn-Sham gap, eV: 8.7

For reference, the Mulliken charges in units of e are: -0.425, -0.320, -0.361, 0.422, -0.044, -0.526, -0.236, -0.349, -0.014, 0.374, 0.369, 0.218, 0.564, 0.327